C33H35N6RbSi | ωB97M-V/def2-TZVPD

Properties
Net charge: 0
E_HOMO: -5.33 eV
Maximum force: 0.0402 hartree/bohr
Multiplicity: 1
LUMO level: -0.9 eV
Electronic energy: -52261.709 eV
Orbital gap: 4.4 eV

```
76
Properties=species:S:1:pos:R:3:mulliken_charge:R:1
Rb 0.97 -1.06 -0.30 0.705
N -2.35 -3.79 2.69 0.040
C -1.72 -2.97 1.81 -0.486
N -0.48 -2.65 1.85 0.121
C 0.32 -3.17 2.85 0.008
N 1.60 -2.93 2.93 -0.679
N 2.22 -2.29 1.95 0.090
C 3.34 -1.72 2.25 -0.507
C 4.16 -1.05 1.28 0.694
C 5.44 -0.60 1.63 -0.778
C 6.20 0.09 0.71 -0.258
C 5.65 0.34 -0.55 -0.712
C 4.37 -0.13 -0.81 -0.297
N 3.64 -0.81 0.05 -0.077
C -0.30 -3.98 3.90 0.798
C 0.40 -4.45 5.01 -0.330
C -0.24 -5.20 5.98 -0.783
C -1.58 -5.50 5.85 -0.413
C -2.31 -5.05 4.76 -0.835
C -1.67 -4.29 3.79 0.097
H -3.34 -3.98 2.60 0.255
H -2.33 -2.57 1.01 0.462
H 3.71 -1.73 3.28 0.290
H 5.82 -0.80 2.62 0.345
H 7.19 0.44 0.95 0.440
H 6.20 0.89 -1.29 0.399
H 3.90 0.06 -1.77 0.524
H 1.45 -4.19 5.09 0.464
H 0.30 -5.55 6.84 0.401
H -2.08 -6.09 6.61 0.400
H -3.36 -5.27 4.67 0.371
C -0.58 -1.26 -2.80 -1.472
Si -1.17 0.44 -2.50 0.735
C -1.72 0.55 -0.64 -0.904
N -0.87 1.37 0.22 0.998
C -0.98 1.04 1.63 -0.002
C 0.09 1.79 2.42 -0.359
C -0.13 3.30 2.26 -1.007
C -0.18 3.66 0.78 -0.578
C -1.18 2.78 0.05 -0.967
C 0.26 1.59 -3.01 0.181
C 0.38 1.95 -4.35 -0.513
C 1.41 2.75 -4.80 -0.680
C 2.38 3.21 -3.91 -0.627
C 2.29 2.84 -2.58 -0.959
C 1.25 2.04 -2.14 0.504
C -2.69 1.04 -3.52 -0.180
C -3.49 2.15 -3.23 0.039
C -4.59 2.46 -4.01 -0.696
C -4.93 1.68 -5.10 -0.435
C -4.15 0.58 -5.40 -0.586
C -3.05 0.27 -4.62 -0.267
H -0.03 -1.42 -3.72 0.196
H -1.28 -2.08 -2.62 0.223
H -1.70 -0.47 -0.25 -0.058
H -2.77 0.89 -0.57 0.484
H -0.83 -0.04 1.77 -0.471
H -1.98 1.31 2.04 0.387
H 1.08 1.51 2.03 -0.046
H 0.04 1.52 3.47 0.440
H 0.68 3.85 2.76 0.407
H -1.07 3.58 2.74 0.339
H 0.81 3.54 0.34 0.117
H -0.48 4.71 0.67 0.387
H -1.15 3.00 -1.02 0.312
H -2.20 3.00 0.42 0.579
H -0.37 1.61 -5.05 0.382
H 1.46 3.03 -5.84 0.414
H 3.18 3.85 -4.25 0.384
H 3.02 3.20 -1.87 0.462
H 1.18 1.80 -1.09 0.294
H -3.25 2.78 -2.39 0.242
H -5.19 3.33 -3.76 0.396
H -5.80 1.92 -5.69 0.367
H -4.39 -0.04 -6.25 0.400
H -2.45 -0.59 -4.86 0.388
```


C33H36AsF5MoN6O2Se | ωB97M-V/def2-TZVPD

Properties
Net charge: +2
E_HOMO (alpha / beta): -13.68 / -13.68 eV
Maximum force: 0.0300 hartree/bohr
Multiplicity: 1
LUMO level (alpha / beta): -7.8 / -7.9 eV
Electronic energy: -189451.578 eV
Orbital gap (alpha / beta): 5.8 / 5.8 eV

```
85
Properties=species:S:1:pos:R:3:mulliken_charge:R:1
Mo -1.99 -0.31 -0.24 -0.634
C 3.42 1.36 4.61 -1.696
C 2.68 1.33 3.30 0.345
C 1.43 1.92 3.16 -0.864
C 0.75 1.91 1.95 -0.630
C -0.56 2.67 1.89 -1.047
C 1.32 1.26 0.85 1.741
As 0.20 1.03 -0.71 3.358
N -0.19 -0.80 -0.45 1.102
C 0.60 -1.98 -0.24 0.583
C 0.34 -2.75 0.89 -0.311
C 1.08 -3.89 1.12 -0.858
C 2.07 -4.27 0.23 -0.716
C 2.33 -3.50 -0.90 -1.049
C 1.59 -2.35 -1.13 -0.381
C 1.20 1.32 -2.32 -0.005
C 2.03 2.46 -2.28 0.344
C 2.01 3.49 -1.18 -1.801
C 2.92 2.65 -3.34 -0.851
C 2.97 1.79 -4.42 0.403
C 3.97 2.00 -5.53 -1.608
C 2.05 0.75 -4.48 -0.989
C 1.14 0.50 -3.46 0.427
C 0.10 -0.57 -3.70 -0.769
C 2.61 0.71 0.94 1.351
C 3.42 0.12 -0.19 -1.751
C 3.25 0.75 2.17 -1.167
H 2.76 1.60 5.44 0.400
H 4.21 2.12 4.58 0.324
H 3.91 0.40 4.81 0.413
H 0.99 2.42 4.01 0.462
H -0.62 3.37 2.73 0.595
H -1.42 2.01 1.97 -0.092
H -0.65 3.25 0.97 0.206
H -0.42 -2.44 1.59 0.173
H 0.89 -4.49 2.00 0.499
H 2.65 -5.17 0.41 0.453
H 3.10 -3.79 -1.60 0.506
H 1.79 -1.75 -2.01 0.425
H 1.02 3.63 -0.75 0.226
H 2.32 4.45 -1.58 0.581
H 2.69 3.24 -0.37 0.338
H 3.58 3.51 -3.30 0.445
H 4.60 2.86 -5.35 0.374
H 3.46 2.14 -6.48 0.384
H 4.61 1.12 -5.63 0.354
H 2.03 0.11 -5.36 0.461
H 0.32 -1.11 -4.61 0.415
H -0.87 -0.10 -3.83 0.135
H 0.01 -1.29 -2.90 -0.153
H 2.89 0.08 -1.14 -0.357
H 3.75 -0.89 0.06 0.492
H 4.32 0.72 -0.34 0.586
H 4.25 0.33 2.25 0.552
C -2.15 0.36 4.50 -1.426
C -1.80 -0.40 3.24 -0.096
O -2.72 -0.08 2.16 0.013
H -1.37 0.22 5.24 0.421
H -3.09 0.01 4.93 0.421
H -2.24 1.43 4.30 0.279
H -1.82 -1.47 3.41 0.447
H -0.81 -0.12 2.88 0.030
H -3.60 -0.43 2.38 0.200
N -3.49 4.84 -1.02 -0.563
N -3.52 3.60 -0.46 1.066
N -4.40 3.29 0.47 -0.969
C -4.02 2.07 0.79 -0.458
N -2.97 1.68 0.07 0.518
N -2.65 2.70 -0.74 -0.426
H -4.34 5.35 -0.84 0.318
H -3.10 4.84 -1.95 0.272
H -4.51 1.48 1.55 0.558
F -4.70 -6.84 -0.51 -0.255
C -4.16 -5.65 -0.29 0.527
C -3.15 -5.19 -1.12 0.028
F -2.71 -5.94 -2.12 -0.270
C -2.59 -3.95 -0.89 0.488
F -1.61 -3.51 -1.69 -0.252
C -3.04 -3.17 0.16 -0.520
O -2.55 -1.92 0.41 0.583
C -4.06 -3.63 0.97 -0.081
F -4.50 -2.86 1.97 -0.305
C -4.62 -4.87 0.76 0.176
F -5.60 -5.31 1.53 -0.263
Se -3.04 -0.47 -2.20 -0.188
```


Sequential ΔE to the lowest compared entry with this formula, charge and spin output: 8.3; 23.7 kcal per mole